Entry A
Molecular formula: C6H15NO2
Method: DFT, the ωB97M-V functional and the def2-TZVPD basis

## Properties
- SMILES: C/C(N)=C(/C)O.COC
- Charge: 0
- Kohn-Sham gap: 0.298 Eh

Atoms and positions in Å:
C 1.608 -1.617 -1.020
C 1.012 -0.236 -0.897
N 1.894 0.738 -1.432
C -0.337 -0.029 -0.933
C -0.952 1.285 -1.342
O -1.197 -1.049 -1.295
H 1.144 -2.350 -0.360
H 1.508 -2.009 -2.036
H 2.684 -1.607 -0.841
H 1.576 1.687 -1.299
H 2.847 0.609 -1.121
H -2.023 1.235 -1.161
H -0.469 2.116 -0.832
H -0.783 1.472 -2.404
H -0.781 -1.903 -1.141
C -1.172 -1.155 1.885
O -1.306 0.212 2.148
C -0.520 1.546 2.088
H -1.802 -1.452 1.037
H -1.710 -1.681 2.685
H -0.093 -1.318 2.043
H -0.794 1.975 3.049
H 0.562 1.442 1.964
H -0.895 2.089 1.216

Entry B
Molecular formula: C6H15NO2
Method: DFT, the ωB97M-V functional and the def2-TZVPD basis

## Properties
- SMILES: CC(=O)CN(C)C.CO
- Charge: 0
- Kohn-Sham gap: 0.359 Eh

Atoms and positions in Å:
C -0.747 -0.318 2.026
C -0.653 -0.734 0.589
O -1.104 -1.815 0.175
C 0.265 0.125 -0.268
N 1.635 0.028 0.216
C 2.476 1.069 -0.344
C 2.191 -1.291 -0.032
H 0.251 -0.144 2.421
H -1.260 -1.072 2.614
H -1.315 0.611 2.083
H 0.174 -0.190 -1.322
H -0.061 1.163 -0.180
H 3.475 0.987 0.083
H 2.070 2.047 -0.083
H 2.560 1.008 -1.441
H 1.548 -2.049 0.410
H 3.180 -1.352 0.422
H 2.290 -1.509 -1.108
C -2.885 0.894 -1.243
O -2.720 0.093 -0.094
H -3.912 0.830 -1.614
H -2.684 1.930 -0.961
H -2.201 0.607 -2.047
H -2.570 -0.918 -0.302

Entry C
Molecular formula: C6H15NO2
Method: DFT, the ωB97M-V functional and the def2-TZVPD basis

## Properties
- Charge: 0
- Kohn-Sham gap: 0.296 Eh

Atoms and positions in Å:
C 0.604 -0.106 0.756
C 1.547 -1.277 0.784
C 1.259 1.243 0.601
N -0.378 -0.085 1.841
H -0.743 -0.057 -0.138
H 0.019 0.307 2.693
H -0.697 -1.024 2.056
H 2.249 -1.245 -0.051
H 0.525 2.040 0.477
H 2.126 -1.277 1.717
H 0.997 -2.219 0.714
H 1.931 1.256 -0.256
H 1.866 1.477 1.489
C -2.187 0.258 -0.534
C 0.187 0.068 -2.180
C -0.435 -0.730 -1.066
O -2.197 1.474 0.128
O -0.638 -1.932 -1.070
H -1.867 1.287 1.025
H -2.520 0.377 -1.560
H -2.670 -0.576 -0.021
H 1.229 -0.231 -2.308
H -0.342 -0.165 -3.107
H 0.135 1.139 -1.993

Entry D
Molecular formula: C6H15NO2
Method: DFT, the ωB97M-V functional and the def2-TZVPD basis

## Properties
- Charge: 0
- Kohn-Sham gap: 0.327 Eh

Atoms and positions in Å:
C -0.353 0.279 -0.631
C -0.066 -0.319 0.656
C 1.636 0.368 0.725
C -0.688 1.736 -0.811
C -0.780 0.140 1.908
C 2.613 -0.732 0.375
N -2.091 -1.545 -1.577
O -1.982 -0.578 -0.520
O 0.301 -0.294 -1.697
H -0.220 -0.052 -2.480
H 0.068 -1.398 0.586
H -2.495 -2.371 -1.131
H -2.820 -1.190 -2.200
H 1.809 1.260 0.121
H 1.726 0.677 1.767
H 0.104 2.272 -1.341
H -0.891 2.262 0.121
H -1.600 1.798 -1.412
H -1.783 -0.290 1.926
H -0.242 -0.201 2.797
H -0.868 1.226 1.966
H 2.519 -1.578 1.061
H 3.647 -0.372 0.435
H 2.458 -1.098 -0.643

The energy of each structure relative to the most stable one, in eV, is as follows: entry A 1.914; entry B 0.000; entry C 2.758; entry D 2.306.

Entry A
Molecular formula: C5H7N3
Method: DFT, the ωB97M-V functional and the def2-TZVPD basis

## Properties
- SMILES: NNc1ccccn1
- Charge: 0
- Kohn-Sham gap: 0.336 Eh

Atoms and positions in Å:
N 2.692 0.363 0.229
N 1.746 -0.700 -0.105
C 0.393 -0.361 -0.185
C -0.621 -1.333 -0.108
C -1.911 -0.915 0.087
C -2.116 0.418 0.086
C -1.071 1.413 -0.056
N 0.175 0.994 -0.091
H 2.042 0.969 0.876
H 2.703 1.062 -0.605
H 2.017 -1.593 0.188
H -0.142 -2.331 -0.027
H -2.729 -1.562 0.350
H -3.133 1.019 0.340
H -1.102 2.502 -0.306

Entry B
Molecular formula: C5H7N3
Method: DFT, the ωB97M-V functional and the def2-TZVPD basis

## Properties
- SMILES: [H]/N=C(\C)NC(=C)C#N
- Charge: 0
- Kohn-Sham gap: 0.326 Eh

Atoms and positions in Å:
H -2.571 0.979 0.543
N -1.581 0.967 0.159
C -1.264 0.167 -0.756
C -2.170 -0.409 -1.748
N 0.204 -0.014 -0.979
C 1.086 -0.105 0.059
C 2.466 0.353 0.213
C 0.968 -0.542 1.366
N 0.817 -0.549 2.573
H -1.696 0.142 -2.622
H -3.173 -0.104 -1.786
H -1.966 -1.623 -2.012
H 0.642 -0.481 -1.921
H 3.215 0.984 -0.453
H 2.950 0.497 1.177

Entry C
Molecular formula: C5H7N3
Method: DFT, the ωB97M-V functional and the def2-TZVPD basis

## Properties
- SMILES: C/C=C\n1ccnn1
- Charge: 0
- Kohn-Sham gap: 0.369 Eh

Atoms and positions in Å:
C 1.396 -0.251 1.593
C 1.750 0.347 0.234
C 0.970 0.607 -0.829
N -0.410 0.240 -0.924
C -1.282 -0.328 -0.025
C -2.447 -0.359 -0.740
N -2.270 0.169 -1.968
N -1.058 0.563 -2.092
H 0.645 0.287 2.151
H 2.293 -0.300 2.216
H 0.941 -1.259 1.522
H 2.802 0.634 0.100
H 1.257 0.984 -1.799
H -1.140 -0.733 0.963
H -3.446 -0.601 -0.402

Entry D
Molecular formula: C5H7N3
Method: DFT, the ωB97M-V functional and the def2-TZVPD basis

## Properties
- SMILES: c1nc2n(n1)CCC2
- Charge: 0
- Kohn-Sham gap: 0.366 Eh

Atoms and positions in Å:
C -0.158 -2.314 -0.953
N -0.662 -1.961 0.366
C -0.269 -0.724 0.417
N 0.212 -0.275 -0.806
N 0.432 -1.305 -1.581
C 0.125 1.209 -0.871
C 0.429 1.374 0.573
C -0.284 0.260 1.294
H -0.507 -3.262 -1.227
H 0.793 1.470 -1.632
H -1.071 1.521 -1.134
H 0.599 2.524 1.195
H 1.565 0.995 0.548
H -1.401 0.596 1.526
H 0.196 -0.107 2.286

The energy of each structure relative to the most stable one, in eV, is as follows: entry A 0.238; entry B 2.720; entry C 0.000; entry D 1.663.